# 1
Entry from OMol25: a structure of composition C19H40HgNO9S3 (ωB97M-V/def2-TZVPD).

```
73
Properties=species:S:1:pos:R:3
Hg 1.26050 1.21419 2.92434
O -1.78400 -0.97463 1.03278
C -0.89278 -0.15298 1.46774
O -0.94084 0.31152 2.56236
O 0.15376 0.07803 0.89315
H -1.46561 -1.01266 0.12792
C -3.58393 -1.78090 -2.91864
C -2.14666 -1.32362 -3.16937
N -1.26198 -1.66605 -2.03169
C -0.03210 -0.88803 -2.27290
C 1.04455 -1.46091 -3.30804
C -1.06220 -3.12067 -1.88829
C -0.00319 -3.40919 -0.79749
H -3.64598 -2.86494 -2.82302
H -4.21223 -1.49913 -3.76358
H -3.97041 -1.24326 -2.05281
H -1.70214 -1.68467 -4.09681
H -2.11303 -0.23996 -3.28188
H -0.20749 0.15952 -2.51784
H 0.48594 -0.95929 -1.31653
H 1.39654 -2.44779 -3.00757
H 0.68308 -1.62970 -4.32241
H 1.89961 -0.79531 -3.42620
H -0.85231 -3.69554 -2.79028
H -2.05985 -3.46171 -1.61176
H -0.28342 -2.88271 0.11487
H 1.00339 -3.15098 -1.12648
H 0.04156 -4.46331 -0.52374
C 4.38576 -0.63348 -1.28064
C 5.70571 -0.21216 -0.76700
C 5.63338 0.33198 0.62441
S 4.02901 1.37029 0.56369
O 4.35060 2.76582 0.21388
O 3.23786 1.10627 1.74815
C 3.36948 0.51025 -1.02101
H 4.15964 -1.59887 -0.82788
H 4.42633 -0.90502 -2.33550
H 6.28063 0.43638 -1.42804
H 6.33215 -1.10381 -0.79223
H 6.42867 0.94830 1.04367
H 5.38202 -0.52063 1.25525
H 3.38529 1.19683 -1.86744
H 2.39287 0.10257 -0.76001
C 1.59907 5.53448 -1.30389
C 1.72932 4.16147 -1.93966
C 0.62356 3.22742 -1.39124
S 0.52343 3.73519 0.41012
O 1.30425 2.79922 1.23000
O -0.91468 3.93578 0.69102
C 1.41342 5.32167 0.24260
H 0.76624 6.09249 -1.73184
H 2.55078 6.05511 -1.41006
H 2.72920 3.80175 -1.69689
H 1.71313 4.18656 -3.02924
H 0.69535 2.14721 -1.51805
H -0.29877 3.63528 -1.80484
H 2.44579 5.30887 0.59209
H 0.99542 6.09931 0.88187
C -5.07503 -0.61034 4.08349
C -4.81500 -1.62402 2.95059
C -4.10861 -2.90314 3.45594
S -3.35550 -2.44626 5.11794
O -1.91176 -2.68565 5.04234
O -4.19956 -2.96029 6.23131
C -3.78151 -0.71015 4.84689
H -5.94442 -0.99352 4.61774
H -5.25676 0.42577 3.79793
H -4.12747 -1.17070 2.23652
H -5.72566 -1.84779 2.39495
H -3.26060 -3.10153 2.80047
H -4.83782 -3.69776 3.61383
H -2.95791 -0.23290 4.31586
H -3.76609 -0.23355 5.82705
```

**LUMO level (spin up / spin down)**: -8.7 / -10.1 eV
**Charge**: +2
**Spin multiplicity**: 2
**Expectation value of S²**: 0.755
**E_HOMO (spin up / spin down)**: -13.48 / -13.48 eV
**Orbital gap (spin up / spin down)**: 4.8 / 3.4 eV

---

# 2
Entry from OMol25: a cluster of 3 separate species, C5H11NO2 in total (ωB97M-V/def2-TZVPD).

```
19
Properties=species:S:1:pos:R:3
C 0.21493 -2.01377 -1.87506
C 0.54004 -0.98328 -0.86912
C 0.45285 -0.88833 0.51079
C 0.85268 0.38302 0.88628
C 1.21795 1.10944 -0.25370
N 0.98771 0.26529 -1.31198
H -0.00865 -2.95376 -1.38075
H -0.50094 -1.68053 -2.64067
H 1.10938 -2.18699 -2.48271
H 0.12383 -1.72814 1.08193
H 1.09678 0.73308 1.86924
H 1.78607 2.02021 -0.16469
H 0.99509 0.52234 -2.28340
O -0.71274 -0.47715 3.39172
H 0.20739 -0.25712 3.57703
H -1.14014 0.34686 3.16782
O -2.50499 2.20088 -0.83693
H -2.94755 2.13725 -1.68330
H -1.59784 2.01988 -1.12208
```

**LUMO level**: 0.6 eV
**Structure (SMILES)**: Cc1ccc[nH]1.O.O
**E_HOMO**: -8.00 eV
**Orbital gap**: 8.6 eV

---

# 3
Entry from OMol25: the molecule C6H13N (ωB97M-V/def2-TZVPD).

```
20
Properties=species:S:1:pos:R:3
C 2.38547 0.65474 1.36411
C 2.12199 0.01837 0.19781
C 0.83323 -0.70316 -0.02370
C -0.17081 0.42260 -0.38024
N -0.56234 1.09970 0.82593
C -1.36149 -0.07278 -1.20755
C -2.22412 -1.07409 -0.44834
H 3.34177 1.13854 1.49666
H 2.03338 0.22834 2.29392
H 2.69869 0.24721 -0.68919
H 0.49547 -1.18195 0.89365
H 0.91187 -1.40686 -0.85197
H 0.44392 1.10023 -1.03858
H -1.10274 1.92912 0.59771
H 0.42243 1.30391 1.36994
H -0.98933 -0.52050 -2.13237
H -1.97017 0.79324 -1.47958
H -1.67503 -1.99435 -0.25872
H -3.10522 -1.33469 -1.03432
H -2.52697 -0.64762 0.50484
```

**LUMO level**: 1.1 eV
**Structure (SMILES)**: C=CC[C@H](N)CC
**E_HOMO**: -8.90 eV
**Orbital gap**: 10.0 eV

---

# 4
Entry from OMol25: a cluster of 2 separate species, C5H10O2 in total (ωB97M-V/def2-TZVPD).

```
17
Properties=species:S:1:pos:R:3
C 0.52775 -0.13695 2.28495
C 0.64547 0.43652 0.89730
O 1.61430 1.06497 0.52328
C -0.53135 0.20193 -0.03948
C -0.19353 -0.27415 -1.45745
C -0.92892 -1.55498 -1.03544
O -1.24709 -1.00598 0.25861
H 1.34342 0.24025 2.90408
H -0.44183 0.11349 2.72847
H 0.57022 -1.22943 2.22904
H -1.18687 1.08436 0.01515
H -0.67072 0.29494 -2.25732
H 0.87511 -0.36564 -1.66147
H -0.30586 -2.45337 -0.94996
H -1.83550 -1.79676 -1.60047
H 0.71827 2.92158 -1.66206
H 1.04712 2.45921 -1.17722
```

**LUMO level**: 0.9 eV
**Structure (SMILES)**: CC(=O)[C@H]1CCO1.[H][H]
**E_HOMO**: -9.44 eV
**Orbital gap**: 10.4 eV

---

# 5
Entry from OMol25: a cluster of 2 separate species, C4H11NOS in total (ωB97M-V/def2-TZVPD).

```
18
Properties=species:S:1:pos:R:3
C -1.75731 -0.01623 1.70999
C -1.76749 0.77976 -0.60036
C 2.84411 -1.02682 -1.25885
C -1.00273 0.69849 0.59260
N 0.73591 -0.77591 0.20279
O 1.27893 1.11731 -1.38046
S 1.89288 0.31490 -0.29395
H -2.64002 0.58102 1.83217
H -1.84253 -0.96312 1.22856
H -1.37091 0.05877 2.75819
H -2.40319 -0.03358 -0.60706
H -0.99596 0.74493 -1.44597
H -2.51324 1.61038 -0.46807
H 2.30278 -1.10690 -2.12994
H 2.91404 -1.90165 -0.52702
H 3.69653 -0.54144 -1.59568
H -0.19414 1.44290 0.81576
H 0.82232 -0.98279 1.16731
```

**LUMO level (spin up / spin down)**: 0.7 / -2.2 eV
**Spin multiplicity**: 3
**Expectation value of S²**: 2.012
**E_HOMO (spin up / spin down)**: -6.09 / -9.63 eV
**Orbital gap (spin up / spin down)**: 6.7 / 7.5 eV

---

# 6
Entry from OMol25: a structure of composition C29H47CrN2SSb2SeSi (ωB97M-V/def2-TZVPD).

```
84
Properties=species:S:1:pos:R:3
Cr 0.02402 -0.11920 0.18551
N -0.79784 -0.35768 2.16288
C -2.09850 -1.06493 2.10166
C -1.94620 -2.21207 1.12125
N -1.45883 -1.65132 -0.16416
H -0.12366 -0.91182 2.70321
H -0.88455 0.52047 2.67675
H -2.84776 -0.35444 1.73580
H -2.41998 -1.41914 3.08417
H -2.88505 -2.75552 1.00230
H -1.19591 -2.92003 1.48266
H -2.24775 -1.30848 -0.71826
H -1.01585 -2.37305 -0.74007
C -0.68522 3.69255 1.98215
C -1.93258 3.14084 1.29791
Sb -1.44179 1.97616 -0.43036
C -3.29160 1.83621 -1.50168
C -4.36084 2.77510 -0.95412
C -0.28531 3.38105 -1.53403
C -1.08081 4.61624 -1.93828
H -0.94631 4.12217 2.94804
H -0.22795 4.48393 1.38945
H 0.08166 2.93133 2.15250
H -2.58319 3.94374 0.95674
H -2.52599 2.52213 1.97322
H -3.62876 0.79868 -1.47044
H -3.04706 2.06602 -2.53696
H -4.65686 2.50754 0.05830
H -5.24946 2.72432 -1.58119
H -4.02800 3.81040 -0.94560
H 0.12594 2.84415 -2.39123
H 0.55523 3.63281 -0.88196
H -1.97226 4.36298 -2.51143
H -0.47284 5.26949 -2.56198
H -1.39321 5.19621 -1.07069
C 0.52582 -2.43541 -4.54646
Si 0.22657 -0.64717 -4.12874
C 1.33166 0.51185 -5.06447
C -1.56864 -0.14365 -4.15467
Se 0.98288 -0.42960 -1.90502
H 0.55594 -2.59886 -5.62307
H -0.25016 -3.07709 -4.13046
H 1.48530 -2.74643 -4.13439
H 1.22088 0.37412 -6.13972
H 2.37178 0.32140 -4.80470
H 1.10809 1.55120 -4.82812
H -1.99194 -0.24600 -5.15506
H -1.67171 0.90135 -3.86311
H -2.15841 -0.76612 -3.48102
S 1.85044 0.83417 1.23210
Sb 3.94493 0.51769 0.22351
C 4.30326 1.17097 -1.72492
C 3.88879 2.43976 -2.11707
C 4.26336 2.91776 -3.36222
C 5.04098 2.13120 -4.20237
C 5.44551 0.86698 -3.80547
C 5.08142 0.37724 -2.55728
C 5.13664 1.67924 1.47924
C 5.04729 1.49438 2.85689
C 5.84895 2.25059 3.69488
C 6.72597 3.18411 3.15988
C 6.80847 3.36671 1.78880
C 6.01448 2.61048 0.93897
C 4.55918 -1.47481 0.40702
C 4.03820 -2.45702 -0.43364
C 4.50997 -3.75684 -0.33385
C 5.49659 -4.07105 0.59043
C 6.01805 -3.09043 1.41756
C 5.55698 -1.78470 1.32527
H 3.28648 3.05512 -1.45901
H 3.95739 3.90615 -3.67548
H 5.33615 2.50934 -5.17011
H 6.05510 0.26183 -4.46084
H 5.41443 -0.60340 -2.24451
H 4.35183 0.77730 3.27899
H 5.79094 2.11209 4.76538
H 7.34744 3.77284 3.81722
H 7.49388 4.09321 1.37850
H 6.08919 2.74732 -0.13189
H 3.27146 -2.21529 -1.15614
H 4.11413 -4.52504 -0.98370
H 5.86586 -5.08421 0.65986
H 6.78972 -3.33721 2.13222
H 5.97958 -1.02130 1.96533
```

**LUMO level (spin up / spin down)**: -6.7 / -5.2 eV
**Charge**: +2
**Spin multiplicity**: 4
**Expectation value of S²**: 3.905
**E_HOMO (spin up / spin down)**: -13.23 / -13.60 eV
**Orbital gap (spin up / spin down)**: 6.6 / 8.4 eV

---

no.,E_tot (Eh)
1,-2827.058178
2,-402.326649
3,-291.115380
4,-346.915839
5,-686.941062
6,-5856.395381